{"formula": "C21H44IN3O7S", "method": "ωB97M-V with the def2-TZVPD basis set", "relative_energy_kj_mol": 118.7, "smiles": "CCOCCOC[C@@]1(CCCCO)[C@@H](C[C@@H](C)I)[C@@H](N)OS(=O)(=O)[C@@]1(N)N=C(C)C.CCO", "homo_ev": -7.94, "symbols": ["C", "C", "O", "C", "C", "O", "C", "C", "C", "C", "C", "C", "O", "C", "C", "C", "C", "I", "C", "N", "O", "S", "O", "O", "C", "N", "N", "C", "C", "C", "H", "H", "H", "H", "H", "H", "H", "H", "H", "H", "H", "H", "H", "H", "H", "H", "H", "H", "H", "H", "H", "H", "H", "H", "H", "H", "H", "H", "H", "H", "H", "H", "H", "H", "H", "H", "H", "H", "C", "C", "O", "H", "H", "H", "H", "H", "H"], "xyz": [[6.5103, -1.7758, 0.9712], [6.1214, -1.8485, -0.5131], [4.7312, -1.7513, -0.7656], [4.3487, -0.4461, -1.1326], [2.8538, -0.4193, -1.4393], [2.0321, -0.7158, -0.3155], [0.8438, 0.0761, -0.4669], [-0.3682, -0.2411, 0.4237], [-1.5514, 0.7019, -0.0522], [-1.1979, 1.9888, -0.8312], [-1.1217, 1.8240, -2.3742], [-1.6485, 3.0793, -3.0623], [-3.0541, 3.2467, -2.8251], [-0.9723, -1.6764, 0.2833], [-0.0471, -2.9131, 0.3500], [0.4500, -3.3816, 1.7414], [0.0320, -4.8523, 2.0631], [2.6310, -3.3856, 1.8584], [-2.2683, -1.8993, 1.1317], [-2.8510, -3.2200, 0.9232], [-2.0807, -1.8171, 2.5501], [-1.4766, -0.4254, 3.0745], [-0.8595, -0.7276, 4.3388], [-2.4787, 0.5962, 3.2697], [-0.0665, 0.1818, 1.9284], [-0.1228, 1.6041, 2.0624], [1.0916, -0.4429, 2.4599], [2.0428, 0.1878, 3.0146], [3.2278, 0.7788, 2.2846], [2.0661, 0.4125, 4.5181], [5.8038, -2.2756, 1.6322], [6.5967, -0.7266, 1.2647], [7.4716, -2.2815, 1.0899], [6.4471, -2.8029, -0.9393], [6.6965, -1.0806, -1.0495], [4.5425, 0.2308, -0.2884], [4.9327, -0.1140, -2.0016], [2.6964, -1.1849, -2.2164], [2.6022, 0.5459, -1.8980], [1.2024, 1.1008, -0.3056], [0.5283, -0.0755, -1.5078], [-2.2460, 0.1512, -0.6958], [-2.1627, 1.0084, 0.7977], [-2.0425, 2.6711, -0.6774], [-0.3382, 2.5395, -0.4506], [-0.0640, 1.7075, -2.6336], [-1.6759, 0.9423, -2.7021], [-1.1340, 3.9639, -2.6705], [-1.5223, 3.0389, -4.1463], [-3.1718, 3.9978, -2.2344], [-1.3665, -1.6966, -0.7433], [0.7928, -2.8799, -0.3421], [-0.6423, -3.7466, -0.0377], [0.1354, -2.7856, 2.5907], [-0.5189, -5.3188, 1.2427], [0.8764, -5.4747, 2.3440], [-0.6388, -4.8379, 2.9308], [-3.0624, -1.1981, 0.8592], [-2.6887, -3.4924, -0.0397], [-2.3518, -3.8792, 1.5138], [-0.1967, 1.9336, 3.0131], [0.5521, 2.0948, 1.4987], [4.1127, 0.1432, 2.3683], [2.9766, 1.0236, 1.2558], [3.4649, 1.7196, 2.7991], [1.3349, 1.1775, 4.7934], [3.0573, 0.7631, 4.8214], [1.8283, -0.5068, 5.0513], [-7.2638, 4.1700, -4.0194], [-6.5250, 3.0428, -4.7176], [-5.3354, 3.5157, -5.3379], [-7.5176, 4.9565, -4.7313], [-8.1817, 3.8087, -3.5524], [-6.6356, 4.6229, -3.2483], [-7.1461, 2.6065, -5.4991], [-6.2639, 2.2544, -4.0033], [-4.7764, 3.8886, -4.6463]], "forces_ev_per_angstrom": [[-0.054, 0.149, -0.436], [0.374, -0.596, 0.199], [0.214, 0.207, -0.239], [-0.601, 0.078, 0.844], [0.745, -0.826, -0.531], [-0.139, 0.409, -0.227], [0.357, -0.952, 0.097], [-1.202, 0.696, 0.777], [0.265, 0.403, -0.273], [-1.017, 0.041, -0.473], [0.604, 0.554, 0.695], [-0.254, -0.004, 0.039], [-0.098, 0.163, 0.035], [0.607, -0.196, 0.089], [-0.001, -0.304, 0.491], [0.302, -1.129, -0.039], [-0.366, 0.460, 0.361], [-0.144, 0.185, -0.045], [-0.480, -0.388, -0.834], [0.163, 0.224, 0.320], [0.696, 0.594, -0.268], [-0.436, 1.359, 2.973], [0.454, -0.929, -0.464], [-0.507, -0.380, -1.549], [0.699, -1.795, -1.290], [-0.503, -0.084, 0.007], [-0.536, 1.992, -0.552], [0.474, -0.634, 0.959], [-0.540, 0.768, 0.334], [0.918, -0.332, -0.212], [-0.172, -0.034, -0.173], [0.072, -0.144, 0.238], [0.048, 0.260, 0.097], [-0.136, -0.013, 0.142], [-0.259, 0.024, -0.077], [0.098, 0.148, -0.149], [-0.223, 0.074, -0.045], [-0.197, 0.093, 0.064], [0.068, 0.047, 0.238], [-0.577, 0.145, -0.223], [-0.217, 0.385, 0.105], [0.240, -0.079, -0.058], [0.267, -0.159, 0.140], [0.039, -0.149, 0.228], [0.085, -0.177, -0.040], [-0.157, -0.143, -0.373], [0.001, 0.069, -0.048], [0.203, -0.123, -0.178], [0.156, -0.039, 0.073], [-0.047, -0.186, -0.057], [0.105, 0.025, 0.053], [-0.036, 0.570, 0.038], [0.062, 0.122, 0.027], [0.200, 0.377, -0.277], [0.230, -0.017, -0.042], [-0.080, -0.079, -0.145], [0.014, -0.047, -0.088], [0.352, 0.270, -0.030], [-0.176, -0.092, 0.033], [-0.079, -0.073, -0.104], [0.175, 0.058, -0.017], [0.155, -0.022, 0.166], [-0.130, -0.141, -0.157], [0.159, -0.416, -0.116], [0.149, -0.119, -0.034], [-0.122, -0.117, -0.124], [-0.139, -0.023, 0.152], [-0.222, 0.070, -0.062], [-0.054, 0.023, -0.044], [0.254, 0.195, 0.247], [-0.091, 0.035, -0.160], [-0.036, -0.046, -0.029], [0.016, 0.025, 0.033], [-0.028, -0.075, 0.062], [0.093, -0.004, -0.065], [-0.149, -0.056, 0.000], [0.094, -0.175, -0.008]], "lowdin_charge": [-0.07, -0.27, -0.17, -0.20, -0.18, -0.18, -0.15, -0.26, -0.13, -0.19, -0.18, -0.25, -0.08, -0.18, -0.19, -0.68, -0.17, 0.90, -0.37, 0.09, -0.18, 0.70, -0.28, -0.28, -0.46, 0.11, 0.09, -0.37, -0.01, -0.01, 0.04, 0.07, 0.07, 0.12, 0.11, 0.12, 0.13, 0.14, 0.12, 0.12, 0.13, 0.11, 0.10, 0.11, 0.10, 0.10, 0.12, 0.12, 0.12, 0.08, 0.15, 0.09, 0.09, 0.04, 0.07, 0.02, 0.08, 0.14, 0.08, 0.07, 0.10, 0.09, 0.09, 0.06, 0.09, 0.09, 0.07, 0.09, -0.10, -0.33, -0.09, 0.07, 0.07, 0.07, 0.11, 0.11, 0.06]}